Below is C3H6N4O3S2 as an isolated structure at a distorted geometry, with properties calculated with the ωB97M-V functional and the def2-TZVPD basis.

Properties
HOMO (alpha / beta) (eV): -7.71 / -7.71
ΔE to the lowest compared entry with this formula, charge and spin (eV): 4.714
Spin multiplicity: 1
Max |F| (eV/Å): 4.00
Orbital gap (alpha / beta) (hartree): 0.1546 / 0.1547
E_tot (Eh): -1358.733675
Total charge: 0
LUMO level (alpha / beta) (eV): -3.501 / -3.501

CARTESIAN COORDINATES (ANGSTROEM)
C 0.8518 -0.4726 2.5571
C -1.5533 0.8669 -0.4975
C -2.1452 -0.1270 0.4149
N -0.0447 0.8257 -0.5249
N 0.5526 0.3643 0.4865
N 2.3421 0.1127 -1.3770
N 0.0433 0.0081 1.6162
O 0.4272 -1.6284 -1.1383
O 2.0728 -0.3562 2.4415
O 0.1117 -0.2785 -3.1446
S 2.2567 0.0952 0.2507
S 1.0353 -1.0732 -2.3265
H 0.1503 -0.9773 3.2724
H -1.7096 0.8800 -1.6540
H -1.8503 1.8216 -0.2732
H -2.6658 0.0600 1.3476
H -1.8213 -1.0954 0.2723
H 1.9462 0.9739 -1.7232

Here are the Mulliken charges for atoms 1 to 2, given in e:
1 C 0.192
2 C -0.379

=====

Below is C19H19ClO2PV as an isolated structure at a distorted geometry, with properties calculated with the ωB97M-V functional and the def2-TZVPD basis.

Properties
HOMO (alpha / beta) (eV): -15.29 / -15.29
ΔE to the lowest compared entry with this formula, charge and spin (eV): 0.819
Spin multiplicity: 3
Max |F| (eV/Å): 9.27
Orbital gap (alpha / beta) (hartree): 0.2180 / 0.2162
E_tot (Eh): -2630.780661
Total charge: +2
LUMO level (alpha / beta) (eV): -9.361 / -9.404
<S²>: 2.045

CARTESIAN COORDINATES (ANGSTROEM)
V -0.5050 -0.9144 2.4728
Cl 1.2107 -2.0996 3.1783
C -0.0480 0.7606 3.1515
O 0.2994 1.8071 3.5564
P 0.2141 -0.0379 0.4218
C -1.3304 -0.3217 -0.5299
C 0.6992 1.6293 -0.1406
C 1.4992 -1.1235 -0.2849
C 1.8992 1.8609 -0.8358
C 2.1859 3.1342 -1.3318
C 1.2913 4.1869 -1.1259
C 0.1048 3.9665 -0.4199
C -0.1914 2.6975 0.0757
H 2.5982 1.0427 -1.0061
H 3.1097 3.2924 -1.8851
H 1.5153 5.1759 -1.5212
H -0.5977 4.7832 -0.2587
H -1.1238 2.5295 0.6185
C -2.2977 -1.0954 0.1315
C -3.5046 -1.3692 -0.5101
C -3.7673 -0.8485 -1.7831
C -2.8174 -0.0438 -2.4269
C -1.5921 0.2216 -1.7990
H -2.0904 -1.4873 1.1550
H -4.2514 -1.9990 -0.0239
H -4.7136 -1.0765 -2.2701
H -3.0350 0.3851 -3.4035
H -0.8717 0.8761 -2.2926
C 1.3014 -1.8335 -1.4716
C 2.3000 -2.6956 -1.9323
C 3.4776 -2.8692 -1.1987
C 3.6812 -2.1485 -0.0172
C 2.7090 -1.2553 0.4242
H 0.3755 -1.7133 -2.0291
H 2.1523 -3.2350 -2.8649
H 4.2456 -3.5638 -1.5436
H 4.5942 -2.2815 0.5715
H 2.8681 -0.6915 1.3465
H -1.8046 -2.0862 3.1671
H -1.3585 -2.5670 2.6682
O -2.7812 -0.0201 3.8194
H -2.4909 0.2399 4.7103
H -3.1589 0.7878 3.4378

Here are the Mulliken charges for atoms 1 to 2, given in e:
1 V -0.322
2 Cl -0.255

=====

Below is C33H49BeBrNP3 as an isolated structure at a distorted geometry, with properties calculated with the ωB97M-V functional and the def2-TZVPD basis.

Properties
HOMO (alpha / beta) (eV): -12.77 / -12.18
Spin multiplicity: 1
Max |F| (eV/Å): 3.18
Orbital gap (alpha / beta) (hartree): 0.1635 / 0.1020
E_tot (Eh): -4953.666784
Total charge: +2
LUMO level (alpha / beta) (eV): -8.322 / -9.410

CARTESIAN COORDINATES (ANGSTROEM)
C -1.2747 -5.7522 2.3370
C -2.1973 -5.5291 1.2951
C -3.3043 -6.3834 1.1648
C -3.4277 -7.4373 2.0855
N -2.5567 -7.6195 3.0770
C -1.5077 -6.8125 3.2203
C -1.9952 -4.4194 0.4107
C -1.1045 -3.5270 0.1145
C -0.0157 -2.6296 0.0372
C -0.0037 -1.4778 0.8600
C 0.6924 -0.3446 0.4629
C 1.4034 -0.3337 -0.7550
C 1.6472 -1.5640 -1.3927
C 0.9934 -2.7162 -0.9654
Be -2.7350 -3.3373 -0.6280
P -0.7703 2.5977 1.0368
H -4.0447 -6.2291 0.3784
H -0.4197 -5.0877 2.4611
H -4.2642 -8.1393 2.0044
H -0.8182 -6.9953 4.0483
H 1.2021 -3.6800 -1.4327
H -0.5919 -1.4790 1.7811
H 2.3366 -1.5690 -2.2338
H 0.6453 0.5764 1.0506
C -0.4692 4.1022 0.0150
C -1.6177 5.0938 -0.1539
H -0.1716 3.7026 -0.9688
H 0.4206 4.5994 0.4337
H -1.2567 5.9600 -0.7221
H -2.4507 4.6592 -0.7209
H -1.9997 5.4697 0.8035
C -2.6067 2.4300 1.1217
C -3.0627 1.2829 2.0260
H -2.9550 2.2519 0.0903
H -3.0404 3.3837 1.4532
H -4.1422 1.1244 1.9010
H -2.5579 0.3418 1.7708
H -2.8804 1.4980 3.0877
C -0.3052 3.1395 2.7369
C -1.1046 4.3096 3.2971
H 0.7693 3.3852 2.6928
H -0.4059 2.2521 3.3849
H -0.7762 4.4950 4.3265
H -0.9360 5.2338 2.7298
H -2.1803 4.0987 3.3303
Br 1.9858 1.2428 -1.5361
P -2.6084 -1.0783 -3.2479
C -2.7922 0.3614 -2.0661
C -3.2436 1.5754 -2.8873
H -1.8388 0.5545 -1.5481
H -3.5415 0.1018 -1.3046
H -3.5364 2.4192 -2.2508
H -2.4538 1.9322 -3.5613
H -4.1117 1.3147 -3.5076
C -0.8940 -0.6492 -3.8269
C -0.7833 -0.6276 -5.3479
H -0.1910 -1.3848 -3.4163
H -0.6117 0.3205 -3.3962
H 0.1694 -0.1757 -5.6462
H -0.8079 -1.6447 -5.7551
H -1.5933 -0.0529 -5.8109
C -2.2105 -2.6493 -2.3972
C -3.2768 -3.7323 -2.6627
H -2.1051 -2.1529 -1.3395
H -1.2148 -3.0030 -2.6969
H -3.1020 -4.6723 -2.1045
H -4.3107 -3.4011 -2.4837
H -3.2131 -4.0085 -3.7225
C 3.8985 0.8192 3.0594
P 3.6365 0.8496 1.2445
C 4.4934 -0.6932 0.7784
C 4.8705 2.0792 0.6916
C 4.4263 3.4164 0.7374
C 5.2613 4.4400 0.2960
C 6.5508 4.1476 -0.1710
C 6.9810 2.8182 -0.2291
C 6.1603 1.7817 0.2225
H 3.2916 0.0043 3.4751
H 3.5743 1.7766 3.4831
H 4.9661 0.6458 3.2449
H 4.7294 -0.6874 -0.2912
H 5.4057 -0.7810 1.3819
H 3.8254 -1.5376 0.9900
H 3.4265 3.6472 1.1217
H 4.9119 5.4724 0.3297
H 7.2105 4.9531 -0.4997
H 7.9747 2.5786 -0.6125
H 6.5307 0.7546 0.2099

Here are the Mulliken charges for atoms 1 to 2, given in e:
1 C -0.487
2 C 1.862

=====

Below is a 17-piece molecular cluster, C52H63ClF2N18O4S overall at a distorted geometry, with properties calculated with the ωB97M-V functional and the def2-TZVPD basis.

Properties
HOMO (eV): -7.40
Spin multiplicity: 1
Max |F| (eV/Å): 2.83
Orbital gap (hartree): 0.2655
E_tot (Eh): -4363.759366
Total charge: 0
LUMO level (eV): -0.178

CARTESIAN COORDINATES (ANGSTROEM)
C 4.9801 -0.3935 -2.2393
C 4.6019 0.8510 -2.6018
C 3.6317 1.5443 -1.6794
C 2.2950 1.4406 -1.9993
C 1.3540 2.0058 -1.1656
C 1.7404 2.6782 -0.0154
C 3.0799 2.8346 0.3079
C 4.0023 2.2561 -0.5453
Cl 5.7372 2.3783 -0.2443
S 0.3681 3.3014 0.9857
C -0.7635 1.9229 0.7945
C -1.5217 1.4546 1.8307
C -2.3540 0.3613 1.6349
N -3.1024 -0.0976 2.8174
C -2.1048 -0.2251 3.8782
O -2.2416 0.2508 4.9646
F -0.9575 -0.8813 3.6088
C -3.6556 -1.4089 2.6374
O -4.8290 -1.6356 2.5722
F -2.8123 -2.4730 2.5778
C -2.4045 -0.2241 0.3926
C -1.6411 0.2570 -0.6581
C -1.6674 -0.4031 -2.0374
C -2.2573 -1.8275 -2.0593
C -2.3881 -2.2473 -3.5426
C -1.0434 -2.1791 -4.2701
O -0.0944 -2.8701 -4.0048
O -0.8978 -1.2990 -5.3489
C -0.8042 1.3522 -0.4792
N -0.0209 1.8754 -1.5067
H 5.3403 -0.6026 -1.2228
H 4.8972 -1.2671 -2.8951
H 4.9884 1.3125 -3.5130
H 1.9784 0.8882 -2.8834
H 3.3602 3.3878 1.1969
H -1.4437 1.9686 2.7911
H -3.0624 -1.0825 0.2490
H -0.6011 -0.5131 -2.3290
H -2.1096 0.2770 -2.7817
H -3.2492 -1.7808 -1.6096
H -1.5431 -2.4676 -1.5090
H -2.6827 -3.3074 -3.5609
H -3.0863 -1.6137 -4.1007
H -0.7792 -0.3971 -5.0238
H -0.1603 1.3965 -2.3833
C 0.3859 -4.6312 -6.6105
C 0.0362 -5.6434 -7.5978
N -0.2424 -6.4361 -8.3797
H 1.4640 -4.5190 -6.5184
H -0.0199 -3.6546 -6.8765
H 0.0021 -4.8849 -5.6242
C -6.6042 -0.6779 -0.8898
C -5.5117 -0.3222 -1.7810
N -4.6360 -0.0408 -2.4663
H -6.2469 -1.2483 -0.0326
H -7.1089 0.2088 -0.5071
H -7.3502 -1.2877 -1.3973
C -2.7001 0.9016 8.3253
C -2.2519 1.2421 9.6680
N -1.9025 1.5104 10.7272
H -3.7499 1.1446 8.1849
H -2.1381 1.4428 7.5662
H -2.5808 -0.1625 8.1225
C -0.6502 -2.7951 -9.9209
C 0.6029 -2.2306 -9.4398
N 1.5887 -1.7862 -9.0574
H -1.4212 -2.0311 -10.0155
H -0.5278 -3.2586 -10.8990
H -1.0280 -3.5608 -9.2437
C 0.4802 6.4443 3.7506
C 1.4188 5.6613 2.9611
N 2.1410 5.0242 2.3390
H 0.3624 6.0255 4.7486
H 0.8108 7.4745 3.8668
H -0.5055 6.4682 3.2861
C -6.4513 1.6098 6.2133
C -5.2582 2.4237 6.3914
N -4.3167 3.0644 6.5303
H -6.5407 1.2631 5.1842
H -6.4298 0.7312 6.8580
H -7.3524 2.1737 6.4534
C 3.3672 -4.4385 -4.3457
C 4.6015 -3.6745 -4.2282
N 5.5712 -3.0673 -4.1356
H 3.2316 -4.8125 -5.3599
H 3.3671 -5.2965 -3.6748
H 2.4981 -3.8273 -4.0977
C -1.3906 -7.7450 -3.5469
C -0.0357 -7.2767 -3.7990
N 1.0313 -6.9075 -3.9976
H -1.7236 -8.4271 -4.3285
H -1.4546 -8.2740 -2.5968
H -2.0947 -6.9143 -3.5107
C -5.3683 4.1984 9.6790
C -6.8175 4.2297 9.8112
N -7.9601 4.2545 9.9097
H -4.9441 5.2020 9.6805
H -4.9027 3.6491 10.4978
H -5.0643 3.7179 8.7495
C -6.5052 -4.6499 2.8542
C -6.9356 -4.1986 1.5395
N -7.2748 -3.8408 0.5041
H -5.5001 -5.0684 2.8177
H -6.4940 -3.8271 3.5676
H -7.1706 -5.4193 3.2446
C 1.0738 -3.2551 2.2668
C 0.6726 -2.7727 0.9545
N 0.3564 -2.3900 -0.0786
H 2.0719 -3.6912 2.2368
H 1.0874 -2.4461 2.9961
H 0.3886 -4.0192 2.6329
C 7.3283 4.0257 3.5335
C 6.1570 4.3038 2.7172
N 5.2414 4.5223 2.0632
H 7.7750 3.0684 3.2670
H 8.0906 4.7925 3.4020
H 7.0727 3.9896 4.5923
C 7.5225 5.4928 -2.1278
C 8.1784 4.8695 -0.9891
N 8.6889 4.3736 -0.0896
H 8.1920 6.1825 -2.6410
H 7.1972 4.7459 -2.8514
H 6.6428 6.0546 -1.8154
C 3.9928 0.7391 -8.7072
C 4.4540 1.0817 -7.3690
N 4.8175 1.3516 -6.3152
H 2.9274 0.9318 -8.8214
H 4.5158 1.3211 -9.4660
H 4.1573 -0.3140 -8.9290
C 7.2762 -3.9898 -0.9875
C 5.8359 -3.9043 -0.8030
N 4.6993 -3.8347 -0.6648
H 7.7272 -2.9989 -1.0289
H 7.7477 -4.5352 -0.1702
H 7.5233 -4.5029 -1.9160
C -2.4811 6.8453 7.0996
C -1.6712 7.7105 6.2526
N -1.0335 8.3918 5.5855
H -3.1196 6.1933 6.5036
H -1.8562 6.2106 7.7273
H -3.1252 7.4288 7.7567

Here are the Mulliken charges for atoms 1 to 2, given in e:
1 C -0.301
2 C -1.183

=====

Below is a 2-piece molecular cluster, C4H9N overall at a distorted geometry, with properties calculated with the ωB97M-V functional and the def2-TZVPD basis.

Properties
HOMO (alpha / beta) (eV): 1.44 / -3.27
ΔE to the lowest compared entry with this formula, charge and spin (eV): 1.482
Spin multiplicity: 2
Max |F| (eV/Å): 4.54
Orbital gap (alpha / beta) (hartree): 0.0990 / 0.2668
E_tot (Eh): -212.437018
Total charge: -1
LUMO level (alpha / beta) (eV): 4.130 / 3.988
<S²>: 0.753

CARTESIAN COORDINATES (ANGSTROEM)
C -1.5422 -1.9701 0.8752
N -2.1297 -0.8227 0.7640
H -1.8981 -2.7999 0.2098
H -0.7815 -2.2135 1.6127
H -1.6760 -0.0376 1.3589
C 0.4333 1.9014 -0.3013
C 1.2932 0.6683 -0.1997
C 1.9445 0.0973 -1.2288
H -0.6267 1.6473 -0.3018
H 0.6838 2.4625 -1.1794
H 0.6055 2.5808 0.5715
H 1.4046 0.2146 0.8195
H 2.4877 -0.7956 -1.0863
H 1.9361 0.5193 -2.2254

Here are the Mulliken charges for atoms 1 to 2, given in e:
1 C -0.570
2 N -0.712

=====

The lowest total charge belongs to which entry?
C4H9N

=====

total charge of number 4 (C52H63ClF2N18O4S)?
0

=====

spin multiplicity of number 1 (C3H6N4O3S2)?
1